1.
The following is a quantum chemistry calculation of C13H17NO4S3Tc as an isolated structure at a distorted geometry, from the OMol25 dataset.

Structure (ORCA input):
```
! wB97M-V def2-TZVPD RIJCOSX def2/J DEFGRID3
* xyz 4 2
Tc 0.282 -0.235 -0.101
C -1.249 1.785 2.379
C -2.200 2.286 1.302
S -1.866 1.715 -0.406
C -3.362 0.706 -0.728
C -3.058 -0.670 -1.274
S -1.817 -1.691 -0.387
C -2.483 -1.969 1.306
C -2.445 -0.800 2.260
S -0.799 0.018 2.334
H -1.697 1.972 3.363
H -0.294 2.314 2.364
H -2.106 3.379 1.263
H -3.242 2.074 1.545
H -3.938 1.253 -1.492
H -3.987 0.682 0.165
H -2.681 -0.620 -2.299
H -3.985 -1.257 -1.318
H -1.897 -2.815 1.681
H -3.512 -2.329 1.192
H -2.639 -1.179 3.271
H -3.203 -0.054 2.041
O 2.456 -3.710 -0.726
C 2.017 -2.528 -0.639
O 0.896 -2.194 -0.164
C 2.874 -1.404 -1.101
C 4.189 -1.472 -1.577
C 4.832 -0.272 -1.872
C 4.202 0.948 -1.621
C 2.894 0.930 -1.118
N 2.259 -0.234 -0.918
C 2.034 2.047 -0.639
O 2.269 3.294 -0.723
O 0.962 1.670 -0.082
H 1.930 -4.466 -0.377
H 4.693 -2.423 -1.706
H 5.842 -0.284 -2.276
H 4.749 1.867 -1.795
H 3.082 3.667 -1.126
*
```

Output
* highest occupied orbital energy (alpha / beta): -23.44 / -23.10 eV
* E_LUMO (alpha / beta): -16.94 / -15.66 eV
* orbital gap (alpha / beta): 6.50 / 7.44 eV

Mulliken atomic charge list, values in e, 2 entries:
1. Tc 0.9005
2. C -0.6097



2.
The following is a quantum chemistry calculation of a 5-piece molecular cluster, H10O5 overall at a distorted geometry, from the OMol25 dataset.

Structure (ORCA input):
```
! wB97M-V def2-TZVPD RIJCOSX def2/J DEFGRID3
* xyz 0 1
O -1.910 0.710 2.236
H -1.884 0.255 3.085
H -1.168 1.310 2.142
O 0.735 0.414 1.902
H 1.362 0.581 1.166
H 0.612 -0.533 1.833
O 3.617 0.223 -0.981
H 3.469 1.179 -1.031
H 3.202 -0.038 -1.820
O 0.007 -0.750 -2.663
H -0.426 -1.559 -2.387
H -0.736 -0.149 -2.735
O -1.956 -0.666 -0.399
H -2.116 0.122 0.136
H -2.809 -1.100 -0.484
*
```

Output
* highest occupied orbital energy: -11.04 eV
* E_LUMO: 0.66 eV
* relative energy (zero: lowest compared OMol25 entry of this formula, charge and spin): 110.28 kJ/mol
* orbital gap: 11.70 eV
* SMILES string: O.O.O.O.O

Mulliken atomic charge list, values in e, 2 entries:
1. O -0.6252
2. H 0.2857



3.
The following is a quantum chemistry calculation of one molecule with the formula C26H39N5O2, from the OMol25 dataset.

Structure (ORCA input):
```
! wB97M-V def2-TZVPD RIJCOSX def2/J DEFGRID3
* xyz 0 1
C 3.234 0.275 5.744
C 2.950 -0.852 6.735
N 1.525 -1.168 6.786
C 0.791 -0.387 7.771
C 1.011 -0.770 9.238
C 1.238 -2.597 6.831
C 1.345 -3.243 5.445
C 0.237 -2.771 4.507
N 0.344 -1.347 4.282
C 0.216 -0.781 3.080
O -0.049 -1.423 2.070
C 0.424 0.725 3.055
C 1.579 1.121 2.118
C 1.134 1.488 0.699
O 1.488 2.532 0.184
N 0.354 0.546 0.131
C -0.225 0.540 -1.140
C -1.011 -0.583 -1.471
C -1.614 -0.675 -2.692
C -1.461 0.350 -3.649
N -2.063 0.200 -4.842
C -1.937 1.141 -5.757
N -2.635 0.962 -6.923
C -2.252 1.574 -8.174
C -1.263 0.680 -8.931
C -1.891 -0.691 -9.172
C -2.358 -1.291 -7.848
C -3.291 -0.313 -7.132
C -1.179 2.319 -5.508
C -0.551 2.497 -4.309
C 0.247 3.734 -4.037
C -0.672 1.483 -3.317
C -0.063 1.557 -2.054
H 4.294 0.515 5.753
H 2.679 1.172 6.007
H 2.956 -0.024 4.738
H 3.497 -1.742 6.419
H 3.333 -0.569 7.724
H -0.275 -0.482 7.537
H 1.070 0.660 7.630
H 2.061 -0.695 9.511
H 0.678 -1.787 9.429
H 0.445 -0.098 9.876
H 1.907 -3.125 7.528
H 0.214 -2.725 7.191
H 1.273 -4.326 5.557
H 2.314 -3.013 4.999
H 0.301 -3.271 3.537
H -0.742 -3.000 4.946
H 0.667 -0.836 5.103
H 0.625 1.083 4.065
H -0.501 1.191 2.708
H 2.100 1.992 2.518
H 2.300 0.303 2.043
H 0.146 -0.285 0.695
H -1.126 -1.369 -0.738
H -2.216 -1.530 -2.958
H -1.824 2.561 -8.008
H -3.162 1.699 -8.773
H -0.991 1.149 -9.878
H -0.358 0.569 -8.330
H -1.170 -1.354 -9.655
H -2.748 -0.581 -9.843
H -2.874 -2.237 -8.020
H -1.498 -1.481 -7.203
H -3.579 -0.703 -6.157
H -4.186 -0.136 -7.738
H -1.104 3.090 -6.259
H -0.155 4.262 -3.174
H 1.282 3.477 -3.816
H 0.228 4.402 -4.895
H 0.539 2.410 -1.792
*
```

Output
* highest occupied orbital energy: -6.91 eV
* E_LUMO: 0.63 eV
* relative energy (zero: lowest compared OMol25 entry of this formula, charge and spin): 20.61 kJ/mol
* orbital gap: 7.54 eV
* SMILES string: CCN(CC)CCCNC(=O)CCC(=O)Nc1ccc2nc(N3CCCCC3)cc(C)c2c1

Mulliken atomic charge list, values in e, 2 entries:
1. C -1.0096
2. C -0.7457



4.
The following is a quantum chemistry calculation of a 2-piece molecular cluster, ClFOS overall at a distorted geometry, from the OMol25 dataset.

Structure (ORCA input):
```
! wB97M-V def2-TZVPD RIJCOSX def2/J DEFGRID3
* xyz 0 1
F 0.371 0.954 0.801
Cl -0.313 2.412 0.484
O -0.556 -2.071 -1.008
S 0.497 -1.294 -0.277
*
```

Output
* highest occupied orbital energy: -8.51 eV
* E_LUMO: -2.14 eV
* relative energy (zero: lowest compared OMol25 entry of this formula, charge and spin): 436.32 kJ/mol
* orbital gap: 6.37 eV
* SMILES string: FCl.O=S

Mulliken atomic charge list, values in e, 2 entries:
1. F -0.1621
2. Cl 0.1636



5.
The following is a quantum chemistry calculation of C3H8BrOPS as an isolated structure at a distorted geometry, from the OMol25 dataset.

Structure (ORCA input):
```
! wB97M-V def2-TZVPD RIJCOSX def2/J DEFGRID3
* xyz 0 1
C 0.222 2.465 -0.980
C -0.255 -2.884 1.142
C -0.573 1.329 -0.264
O -0.871 -1.538 1.141
P 0.348 -0.243 -0.227
S 0.500 -1.056 -1.990
Br 1.966 0.447 1.082
H 0.243 2.327 -2.084
H -0.131 3.461 -0.633
H 1.394 2.341 -0.820
H -0.229 -3.147 0.113
H -0.921 -3.536 1.723
H 0.641 -2.881 1.782
H -1.421 1.244 -0.807
H -0.913 1.669 0.821
*
```

Output
* highest occupied orbital energy: -9.55 eV
* E_LUMO: -0.96 eV
* relative energy (zero: lowest compared OMol25 entry of this formula, charge and spin): 286.12 kJ/mol
* orbital gap: 8.59 eV

Mulliken atomic charge list, values in e, 2 entries:
1. C -0.8539
2. C -0.5805



6.
The following is a quantum chemistry calculation of C41H107BeN8O12 as an isolated structure at a distorted geometry, from the OMol25 dataset.

Structure (ORCA input):
```
! wB97M-V def2-TZVPD RIJCOSX def2/J DEFGRID3
* xyz 1 1
Be -3.057 2.941 2.589
C -1.337 -0.170 -0.432
C -1.327 0.363 0.983
C -0.120 1.286 1.145
O -2.464 0.985 1.466
H -1.438 0.646 -1.154
H -2.060 -0.965 -0.613
H -0.363 -0.550 -0.752
H -1.143 -0.503 1.646
H 0.795 0.747 0.902
H -0.087 1.697 2.153
H -0.234 2.105 0.433
C 4.412 -2.979 1.226
O 4.077 -1.607 1.175
C 3.404 -1.203 2.356
C 3.283 0.300 2.299
N 4.552 0.925 2.656
C 4.535 2.364 2.506
C 3.489 3.034 3.414
O 3.558 4.434 3.489
C 4.811 5.067 3.727
H 3.516 -3.539 1.507
H 5.195 -3.190 1.965
H 4.763 -3.347 0.266
H 3.926 -1.615 3.225
H 2.367 -1.562 2.400
H 2.521 0.594 3.027
H 2.927 0.635 1.313
H 5.277 0.547 2.055
H 4.346 2.742 1.488
H 5.516 2.745 2.799
H 3.495 2.524 4.387
H 2.510 2.832 2.967
H 5.429 4.455 4.384
H 4.612 6.083 4.058
H 5.322 5.184 2.764
C 3.760 -3.497 -6.675
O 2.733 -2.571 -7.003
C 3.231 -1.554 -7.816
C 2.152 -0.535 -8.150
N 1.604 0.021 -6.895
C 0.261 0.555 -7.080
C -0.284 1.076 -5.778
O -0.479 -0.114 -5.003
C -1.159 0.088 -3.775
H 3.321 -4.282 -6.060
H 4.429 -3.010 -5.953
H 4.293 -3.868 -7.550
H 3.695 -1.814 -8.776
H 4.018 -0.960 -7.323
H 1.388 -1.097 -8.713
H 2.501 0.289 -8.774
H 1.567 -0.856 -6.376
H -0.407 -0.144 -7.597
H 0.390 1.394 -7.775
H -1.202 1.672 -5.873
H 0.352 1.705 -5.143
H -0.854 1.014 -3.286
H -0.985 -0.837 -3.221
H -2.225 0.006 -4.025
C -8.012 1.461 -3.930
O -6.698 1.215 -3.497
C -5.913 2.374 -3.245
C -4.490 2.021 -2.892
N -4.301 1.440 -1.579
C -4.980 0.192 -1.280
C -4.666 -0.971 -2.215
O -5.267 -2.149 -1.665
C -5.139 -3.249 -2.526
H -8.612 1.888 -3.116
H -8.448 0.501 -4.190
H -8.036 2.178 -4.758
H -6.342 3.005 -2.456
H -5.969 2.876 -4.220
H -3.919 2.943 -3.010
H -4.124 1.299 -3.636
H -3.510 1.733 -1.042
H -6.049 0.357 -1.166
H -4.574 -0.090 -0.307
H -3.592 -1.137 -2.337
H -5.161 -0.757 -3.168
H -5.831 -4.037 -2.223
H -4.134 -3.689 -2.490
H -5.403 -3.023 -3.564
C 0.193 4.855 4.527
C -0.540 3.591 4.071
C -1.532 3.096 5.074
O -2.199 2.039 4.467
C -1.585 0.754 4.575
N -1.353 3.962 2.841
H 0.638 4.630 5.498
H -0.439 5.740 4.621
H 0.932 5.099 3.768
H 0.115 2.748 3.850
H -2.124 3.979 5.347
H -1.102 2.808 6.037
H -2.301 0.002 4.249
H -1.520 0.512 5.644
H -0.594 0.598 4.151
H -0.674 4.155 2.085
H -1.796 4.850 3.069
C 3.247 6.146 -0.095
C 1.956 5.381 0.076
C 1.979 3.931 -0.380
O 1.917 3.826 -1.773
C 2.371 2.560 -2.227
N 1.553 5.349 1.508
H 3.207 7.172 0.271
H 3.588 6.274 -1.129
H 4.073 5.563 0.327
H 1.164 5.908 -0.463
H 1.267 3.338 0.197
H 2.942 3.528 -0.012
H 2.411 2.648 -3.312
H 1.778 1.702 -1.904
H 3.412 2.407 -1.919
H 2.337 5.168 2.147
H 1.349 6.324 1.731
C -3.148 -3.157 3.163
C -3.558 -3.131 1.716
C -4.359 -4.307 1.187
O -3.803 -5.553 1.516
C -4.184 -6.626 0.700
N -4.235 -1.869 1.394
H -3.986 -3.124 3.872
H -2.649 -2.218 3.421
H -2.615 -4.063 3.443
H -2.643 -3.107 1.092
H -4.583 -4.161 0.127
H -5.328 -4.217 1.703
H -3.592 -7.470 1.063
H -3.948 -6.531 -0.364
H -5.222 -6.941 0.857
H -4.464 -1.902 0.400
H -3.577 -1.097 1.382
C 2.876 -1.038 -3.140
C 2.927 -2.321 -2.312
C 1.689 -2.347 -1.441
O 1.721 -3.350 -0.439
C 0.486 -3.424 0.257
N 2.832 -3.422 -3.313
H 1.965 -0.906 -3.729
H 3.683 -1.041 -3.877
H 3.084 -0.205 -2.464
H 3.855 -2.350 -1.744
H 0.741 -2.343 -2.001
H 1.578 -1.374 -0.919
H 0.430 -2.827 1.171
H 0.560 -4.446 0.645
H -0.400 -3.388 -0.377
H 2.135 -3.115 -3.984
H 2.452 -4.237 -2.840
C 0.151 -3.366 4.013
C 1.583 -3.355 4.550
C 1.865 -2.238 5.536
O 1.530 -0.970 5.019
C 1.893 0.061 5.906
N 1.749 -4.657 5.184
H -0.061 -2.543 3.327
H -0.602 -3.345 4.803
H -0.018 -4.287 3.452
H 2.231 -3.321 3.666
H 2.927 -2.349 5.797
H 1.284 -2.464 6.440
H 2.977 0.043 6.047
H 1.379 -0.030 6.871
H 1.575 1.043 5.549
H 1.513 -5.443 4.593
H 2.696 -4.878 5.475
*
```

Output
* highest occupied orbital energy: -10.03 eV
* E_LUMO: -6.09 eV
* relative energy (zero: lowest compared OMol25 entry of this formula, charge and spin): 0.00 kJ/mol
* orbital gap: 3.94 eV

Mulliken atomic charge list, values in e, 2 entries:
1. Be 0.6289
2. C 0.8219



7.
The following is a quantum chemistry calculation of C3H5NO4 as an isolated structure at a distorted geometry, from the OMol25 dataset.

Structure (ORCA input):
```
! wB97M-V def2-TZVPD RIJCOSX def2/J DEFGRID3
* xyz 0 1
C -0.772 -0.247 -1.074
C -0.879 -0.389 0.949
C 0.225 0.207 0.009
N 1.639 -0.271 -0.118
O 1.739 -1.421 -0.424
O 2.541 0.530 0.049
O -1.760 -0.518 -0.122
O 0.156 1.807 -0.055
H -1.197 0.317 -1.846
H -0.516 -1.257 -1.498
H -0.623 -1.247 1.620
H -1.256 0.242 1.848
H 0.704 2.244 0.661
*
```

Output
* highest occupied orbital energy: -10.33 eV
* E_LUMO: -0.17 eV
* relative energy (zero: lowest compared OMol25 entry of this formula, charge and spin): 618.05 kJ/mol
* orbital gap: 10.16 eV

Mulliken atomic charge list, values in e, 2 entries:
1. C -0.5956
2. C -0.5444